{"formula": "C18H22BrFeN3O2Se4", "method": "ωB97M-V/def2-TZVPD", "species": ["Fe", "C", "C", "C", "C", "C", "C", "C", "Br", "C", "O", "C", "C", "C", "C", "C", "C", "H", "H", "H", "H", "H", "H", "H", "H", "H", "H", "H", "H", "H", "H", "H", "H", "H", "H", "H", "H", "Se", "Se", "Se", "Se", "N", "C", "O", "C", "C", "N", "C", "N", "H", "H"], "xyz": [[-1.83868, 0.61037, 2.29917], [1.58109, 0.24291, -4.83018], [0.24639, -0.37039, -4.38526], [-0.87998, 0.33581, -5.13935], [0.22186, -1.85691, -4.77048], [0.09286, -0.23356, -2.87069], [-0.96082, 0.43943, -2.27977], [-1.02065, 0.49130, -0.90039], [-2.45848, 1.40719, -0.05347], [-0.10543, -0.09055, -0.02099], [-0.24941, -0.00402, 1.27742], [0.98439, -0.77264, -0.63281], [1.03800, -0.81677, -2.01748], [2.05866, -1.43261, 0.23735], [3.13988, -2.11279, -0.60539], [2.74423, -0.36662, 1.10727], [1.42092, -2.50553, 1.13398], [1.69249, 0.16618, -5.91627], [2.42843, -0.26653, -4.36779], [1.63032, 1.29799, -4.55168], [-0.73334, 0.21128, -6.21489], [-0.89603, 1.40698, -4.92496], [-1.85647, -0.08248, -4.88438], [0.30189, -1.97181, -5.85597], [-0.70988, -2.32233, -4.44123], [1.04923, -2.40082, -4.31108], [-1.73183, 0.92400, -2.86281], [1.86652, -1.34187, -2.47515], [3.66431, -1.39989, -1.24750], [2.72703, -2.90868, -1.23158], [3.87665, -2.56297, 0.06385], [3.23465, 0.38100, 0.47800], [3.50462, -0.83478, 1.73995], [2.02689, 0.13978, 1.74907], [0.93134, -3.27074, 0.52467], [0.68177, -2.07308, 1.80447], [2.19530, -2.99041, 1.73677], [-0.51693, -0.11097, 4.19654], [-1.65414, -1.35364, 5.62328], [-3.66152, -1.96358, 4.56762], [-3.85238, -0.62342, 2.74512], [-3.71746, 2.37684, 4.76349], [-2.48226, 2.73286, 4.32677], [-2.13703, 2.40549, 3.14539], [-1.63092, 3.47015, 5.16994], [-0.34874, 3.87854, 4.71363], [0.69438, 4.21766, 4.35340], [-2.05057, 3.79529, 6.48469], [-2.46442, 4.02660, 7.53976], [-4.15019, 1.61124, 4.26604], [-3.92654, 2.47151, 5.74390]], "atomic_forces_ev_per_a": [[0.338, 0.603, -0.078], [0.010, 0.020, -0.025], [0.017, -0.019, 0.031], [-0.013, 0.012, -0.007], [-0.009, -0.005, -0.016], [0.024, -0.029, -0.041], [0.027, 0.006, -0.006], [-0.073, 0.018, 0.118], [-0.411, 0.384, -0.681], [0.069, -0.017, 0.056], [-0.131, -0.020, -0.160], [0.032, -0.017, -0.055], [0.033, -0.028, 0.028], [-0.054, 0.055, 0.020], [0.006, -0.010, -0.007], [0.010, -0.010, 0.001], [0.007, -0.028, -0.005], [0.004, -0.004, 0.032], [-0.020, 0.019, -0.002], [0.002, -0.026, -0.010], [-0.004, 0.006, 0.014], [-0.005, -0.026, -0.004], [0.021, 0.015, -0.006], [0.009, 0.001, 0.031], [0.021, 0.008, -0.014], [-0.024, 0.009, -0.002], [0.012, -0.017, 0.032], [-0.029, 0.016, 0.007], [-0.013, -0.026, 0.020], [0.022, 0.019, 0.021], [-0.009, 0.007, -0.015], [-0.006, -0.020, 0.020], [-0.015, 0.010, -0.029], [-0.002, -0.001, -0.013], [0.025, 0.014, 0.017], [-0.008, 0.013, -0.010], [-0.026, 0.010, -0.022], [0.965, -0.208, 0.859], [-0.218, -0.214, 0.232], [0.041, -0.279, 0.459], [-0.664, -0.111, -0.482], [-0.046, -0.085, 0.037], [0.107, 0.027, 0.085], [0.020, -0.108, -0.345], [0.120, 0.127, 0.100], [-0.113, -0.037, 0.017], [-0.062, -0.030, 0.035], [-0.003, 0.000, -0.140], [0.032, -0.035, -0.051], [-0.031, -0.006, -0.051], [0.015, 0.015, 0.004]], "lowdin_spin": [3.629, 0.000, 0.001, 0.000, 0.000, 0.004, 0.001, 0.007, 0.042, 0.007, 0.087, 0.005, -0.001, 0.001, 0.000, 0.001, 0.002, 0.000, 0.000, 0.000, 0.000, 0.000, 0.000, 0.000, 0.000, 0.000, 0.001, 0.000, 0.000, 0.000, 0.000, 0.000, 0.000, 0.000, 0.000, 0.005, 0.000, 0.434, 0.388, 0.151, 0.110, 0.003, 0.017, 0.085, 0.009, 0.002, 0.001, 0.001, 0.003, 0.003, 0.000], "lumo_ev": [2.2, 0.4], "homo_ev": [-5.066, -5.299], "charge": -1, "total_energy_ev": -393408.583, "s2": 8.777, "spin_multiplicity": 6, "gap_ev": [7.25, 5.66]}

{"formula": "C3H2FO3Y", "method": "ωB97M-V/def2-TZVPD", "species": ["C", "C", "O", "C", "O", "O", "Y", "F", "H", "H"], "xyz": [[-1.90289, 0.65072, 0.63487], [-2.24826, -0.78934, 0.52073], [-1.09586, -1.29793, -0.05284], [-0.07944, -0.44904, 0.09963], [-0.60891, 0.73649, 0.66932], [1.07031, -0.63738, -0.06765], [3.59378, 0.03964, 0.07291], [-2.51107, 1.71895, 0.37889], [-2.55998, -1.33619, 1.42402], [-3.29456, -0.29679, 0.13260]], "atomic_forces_ev_per_a": [[2.226, 0.431, 0.739], [-4.577, 3.641, 1.046], [1.280, -0.077, -1.040], [-2.709, -0.773, 1.515], [1.152, 1.083, -1.352], [1.765, 0.436, -0.350], [-0.229, -0.317, -0.149], [-0.098, -1.165, 1.238], [0.069, 0.206, 0.006], [1.123, -3.465, -1.653]], "lowdin_spin": [0.000, 0.000, 0.001, 0.005, 0.004, 0.042, 0.948, 0.000, 0.000, 0.000], "lumo_ev": [-13.9, -13.9], "homo_ev": [-20.604, -24.704], "charge": 3, "total_energy_ev": -13007.981, "s2": 0.750, "spin_multiplicity": 2, "gap_ev": [6.66, 10.77]}

{"formula": "C4H8O", "method": "ωB97M-V/def2-TZVPD", "species": ["C", "C", "C", "C", "H", "H", "H", "H", "H", "H", "O", "H", "H"], "xyz": [[0.18901, -1.03059, -0.55057], [-0.79703, -0.26136, -1.02524], [-1.27924, 0.16062, 0.34752], [-0.11950, -0.72718, 0.89903], [0.94812, -1.65220, -1.01683], [-1.14842, -0.02698, -2.02624], [-1.20328, 1.22891, 0.58029], [-2.28237, -0.18309, 0.62038], [0.66853, -0.18639, 1.43289], [-0.44476, -1.57894, 1.50453], [2.20704, 1.37965, -0.34314], [1.81278, 1.90725, 0.36023], [1.44912, 0.97028, -0.78285]], "atomic_forces_ev_per_a": [[-0.052, -0.023, -0.128], [0.059, -0.062, -0.076], [-0.139, 0.117, 0.067], [0.083, -0.070, 0.163], [-0.123, 0.087, 0.043], [0.060, -0.044, 0.132], [0.007, -0.139, -0.039], [0.125, 0.050, -0.051], [-0.127, -0.093, -0.036], [0.055, 0.101, -0.074], [-0.125, 0.109, 0.033], [0.097, -0.005, -0.062], [0.080, -0.030, 0.028]], "nbo_charge": [-0.193, -0.203, -0.426, -0.426, 0.213, 0.208, 0.202, 0.210, 0.211, 0.209, -0.943, 0.463, 0.475], "smiles": "C1=CCC1.O", "lumo_ev": 1.0, "homo_ev": -9.795, "total_energy_ev": -6323.513, "gap_ev": 10.80}

{"formula": "C3H9NO", "method": "ωB97M-V/def2-TZVPD", "species": ["C", "C", "O", "C", "N", "H", "H", "H", "H", "H", "H", "H", "H", "H"], "xyz": [[-2.12268, 0.28674, -0.19089], [-1.06687, -0.48914, 0.48790], [0.16542, 0.52026, 0.06961], [1.52920, 0.30030, 0.37870], [2.31667, -0.30712, -0.66607], [-2.59278, -0.22452, -1.02636], [-2.80808, 0.79006, 0.48130], [-1.32564, 1.06219, -0.61125], [-1.07963, -0.47358, 1.57904], [-0.82050, -1.44897, 0.02844], [1.60386, -0.32227, 1.27872], [1.96890, 1.27860, 0.59964], [2.28381, 0.25477, -1.50518], [1.94831, -1.22733, -0.90361]], "atomic_forces_ev_per_a": [[1.308, 1.715, -1.131], [2.999, 1.332, -0.452], [-0.889, -1.438, 0.859], [-0.146, -0.474, 0.352], [-0.202, -0.371, 0.055], [-0.227, 0.004, 0.166], [-0.210, -0.081, -0.095], [-2.690, -0.769, 0.182], [0.056, -0.278, -0.217], [-0.063, 0.071, 0.372], [0.095, 0.057, -0.061], [-0.148, -0.075, -0.018], [-0.022, 0.075, -0.069], [0.138, 0.232, 0.058]], "nbo_charge": [-0.697, -0.055, -0.633, 0.087, -0.842, 0.215, 0.216, 0.298, 0.193, 0.187, 0.153, 0.171, 0.357, 0.350], "smiles": "CCOCN", "lumo_ev": 1.1, "homo_ev": -9.411, "total_energy_ev": -6792.819, "gap_ev": 10.54}